Formula: C17H18N3O2Pt
Source: OMol25
Level of theory: ωB97M-V with the def2-TZVPD basis set

Output
HOMO level (hartree): -0.1134
Frontier orbital gap (eV): 5.843
Total charge: -1
E (eV): -29733.16433
ΔE to the lowest compared entry with this formula, charge and spin (kcal per mole): 3.4

```
41
Properties=species:S:1:pos:R:3:forces:R:3
Pt -1.155420 0.670841 0.663534 0.2 0.0 0.0
N -5.176414 0.187306 -0.000384 0.0 0.0 0.0
C -3.841479 -0.015216 0.168251 0.0 -0.2 -0.2
O -3.042219 0.667283 -0.473034 -0.1 0.1 0.2
C -3.399106 -1.122923 1.091509 -0.2 -0.1 0.0
C -1.891047 -1.317273 0.963099 0.1 0.0 -0.1
H -5.439790 1.060507 -0.427365 0.0 0.0 0.0
H -5.814952 -0.232879 0.650245 0.0 0.0 0.0
H -4.014278 -2.011140 0.863514 0.0 0.1 0.0
H -3.680975 -0.810341 2.102940 0.1 0.0 0.0
H -1.687116 -1.878282 0.039243 0.0 -0.1 0.1
H -1.521876 -1.930037 1.790453 0.0 0.1 0.0
C 1.967714 -1.919165 -4.557967 0.0 0.0 0.0
C 2.987040 -1.918084 -3.610902 0.0 0.0 0.0
C 2.762855 -1.420365 -2.338831 -0.1 0.0 0.0
C 1.506519 -0.915254 -2.010778 0.0 0.0 0.0
C 0.488397 -0.904107 -2.958482 0.0 0.0 0.0
C 0.718181 -1.411430 -4.228146 0.0 0.0 0.0
N 1.158859 -0.362091 -0.744289 0.0 0.1 -0.1
N 1.986356 -0.574996 0.151031 0.0 0.0 0.2
C 1.672396 -0.045813 1.429094 0.1 0.0 0.0
C 2.739086 -0.175652 2.328487 0.0 0.0 0.0
C 2.643989 0.290928 3.621437 0.0 0.0 0.0
C 1.445326 0.888701 4.013807 0.0 0.0 0.0
C 0.388281 1.002374 3.130199 0.0 0.0 0.1
C 0.437324 0.538592 1.795525 0.0 0.0 0.0
H 2.151274 -2.310309 -5.551218 0.0 0.0 0.0
H 3.964057 -2.307543 -3.870785 0.0 0.0 0.0
H 3.540837 -1.411535 -1.588931 0.0 0.0 0.0
H -0.470874 -0.492699 -2.666070 0.0 0.0 0.0
H -0.077743 -1.406120 -4.962778 0.0 0.0 0.0
H 3.643114 -0.649770 1.965688 0.0 0.0 0.0
H 3.473740 0.196323 4.310684 0.0 0.0 0.0
H 1.337695 1.269561 5.024173 0.0 0.0 0.0
H -0.524666 1.476177 3.471026 0.0 0.0 0.0
C 0.572486 3.216874 0.068089 0.0 0.0 0.0
C -0.837970 2.650121 0.249660 0.0 0.0 0.0
O -1.770547 3.430732 0.074237 0.0 0.0 0.0
H 0.547160 4.305758 -0.026823 0.0 0.0 0.0
H 0.993056 2.777504 -0.841769 0.0 0.0 0.0
H 1.220729 2.913443 0.892626 0.0 0.0 0.0
```
Positions in Å, forces in eV/Å.